C14H28Cl8FN3O9 | ωB97M-V with the def2-TZVPD basis set

Each line ends with the Löwdin charge.
Positions of all 63 atoms, in Å:
O 2.664 -1.112 -1.302  0.14
C 1.776 -0.486 -0.809  -0.58
O 1.597 0.828 -0.917  0.06
C 0.472 1.231 -0.125  -0.08
C -0.235 -0.085 0.159  -0.36
F -1.302 -0.344 -0.664  0.03
O 0.800 -1.032 -0.044  0.08
H 0.823 1.804 0.732  0.13
H -0.166 1.927 -0.668  0.11
H -0.593 -0.294 1.163  0.06
C 0.616 6.015 -1.897  0.04
N 1.636 5.096 -1.315  -0.44
O 2.788 5.421 -1.509  0.07
O 1.263 4.150 -0.651  0.05
H 1.032 6.296 -2.860  0.10
H 0.625 6.897 -1.259  0.10
H -0.385 5.615 -1.994  0.09
C 1.118 0.863 -4.135  0.06
N 0.289 1.868 -3.408  -0.43
O 0.708 2.996 -3.305  0.06
O -0.788 1.502 -2.984  0.06
H 1.305 1.313 -5.108  0.10
H 0.555 -0.059 -4.219  0.07
H 2.058 0.704 -3.614  0.10
C -2.640 -3.271 0.368  0.02
N -2.398 -4.621 0.873  -0.44
O -2.673 -5.547 0.156  0.05
O -1.956 -4.725 1.992  0.06
H -1.852 -2.583 0.650  0.08
H -3.574 -2.986 0.866  0.12
H -2.878 -3.273 -0.691  0.01
Cl 0.932 -0.016 3.421  0.58
C 0.305 -1.363 4.423  -0.62
C -0.260 -2.440 3.534  -0.70
Cl 0.994 -3.389 2.739  0.60
H -0.457 -0.900 5.051  0.07
H 1.065 -1.704 5.121  0.08
H -1.002 -2.033 2.851  0.05
H -0.817 -3.169 4.125  0.07
Cl -6.456 1.280 0.398  0.54
C -4.798 1.899 0.714  -0.66
C -4.183 1.189 1.915  -0.59
Cl -2.418 1.563 1.843  0.61
H -4.932 2.957 0.923  0.07
H -4.203 1.751 -0.179  0.06
H -4.345 0.125 1.763  0.06
H -4.440 1.530 2.909  0.07
Cl 5.222 -0.682 0.827  0.60
C 4.509 0.856 1.259  -0.69
C 5.565 1.891 1.607  -0.64
Cl 6.503 1.491 3.090  0.51
H 3.818 0.738 2.096  0.05
H 3.914 1.195 0.410  0.06
H 5.171 2.884 1.800  0.07
H 6.235 1.934 0.750  0.07
Cl 0.417 -3.071 -3.539  0.58
C -0.302 -3.418 -1.946  -0.66
C -1.278 -4.576 -2.062  -0.64
Cl -2.806 -4.045 -2.800  0.62
H -0.824 -2.545 -1.564  0.03
H 0.497 -3.681 -1.254  0.09
H -1.470 -4.977 -1.064  0.03
H -0.839 -5.384 -2.641  0.08

As for the highest occupied orbital energy: -10.38 eV. The calculation puts the calculated total energy at -140759.2057 eV. For the largest force on an atom, the calculation gives 1.58 eV/A. As for the LUMO energy: -0.102 eV. Its HOMO-LUMO gap is 10.28 eV.

=====

C3H8N2OS2 | ωB97M-V with the def2-TZVPD basis set

Each line ends with the Löwdin charge.
Positions of all 16 atoms, in Å:
C -0.922 0.691 1.596  -0.13
N -0.722 0.614 0.149  -0.55
S 0.035 1.971 -0.568  0.80
C -0.384 -0.667 -0.341  -0.49
C 1.003 -0.999 -0.796  -0.49
S 2.307 -0.671 0.435  0.74
N -1.244 -1.612 -0.420  0.05
O -2.523 -1.292 -0.061  -0.05
H -1.528 -0.143 1.920  0.08
H -1.449 1.646 1.831  0.09
H 0.039 0.714 2.076  0.06
H -1.012 2.417 -1.342  -0.11
H 1.228 -0.462 -1.683  0.05
H 1.037 -2.016 -1.017  0.05
H 2.616 0.531 0.024  -0.18
H -2.631 -0.318 -0.052  0.09

As for the highest occupied orbital energy: -9.19 eV. The calculation puts the calculated total energy at -29936.4203 eV. For the largest force on an atom, the calculation gives 1.75 eV/A. As for the LUMO energy: 0.417 eV. Its HOMO-LUMO gap is 9.61 eV.